Entry from the OMol25 dataset: C51H56AsCdN7O3S2Sb as an isolated structure (ωB97M-V/def2-TZVPD).

The geometry in ORCA input format:
```
! RIJCOSX wB97M-V def2-TZVPD def2/J DEFGRID3
* xyz -1 1
Cd -0.60 0.58 -1.37
C -5.16 0.30 -2.22
C -3.73 0.70 -2.06
N -2.86 -0.01 -1.44
N -3.21 -1.19 -0.87
C -2.30 -1.55 0.04
O -1.28 -0.90 0.38
C -2.58 -2.84 0.75
C -3.59 -3.71 0.33
C -3.81 -4.89 1.02
C -3.04 -5.22 2.13
C -2.04 -4.35 2.54
C -1.81 -3.17 1.86
C -3.26 2.02 -2.56
C -4.10 2.86 -3.29
C -3.63 4.11 -3.66
C -2.36 4.50 -3.29
C -1.58 3.60 -2.57
N -2.03 2.40 -2.21
H -5.34 -0.63 -1.70
H -5.41 0.17 -3.28
H -5.83 1.07 -1.82
H -4.18 -3.44 -0.53
H -4.59 -5.57 0.69
H -3.22 -6.14 2.66
H -1.43 -4.60 3.41
H -1.04 -2.48 2.17
H -5.09 2.53 -3.57
H -4.26 4.77 -4.24
H -1.95 5.46 -3.57
H -0.57 3.83 -2.28
S 1.22 1.79 -0.15
C 0.93 2.37 1.50
C 2.09 2.79 2.17
C 2.06 3.30 3.45
C 0.84 3.44 4.12
C -0.31 3.04 3.47
C -0.29 2.49 2.18
As -1.99 2.03 1.34
C -2.94 3.65 1.92
C -4.02 3.67 2.80
C -4.67 4.86 3.09
C -4.26 6.05 2.50
C -3.19 6.04 1.62
C -2.54 4.85 1.32
C -2.77 0.77 2.62
C -2.15 0.27 3.76
C -2.78 -0.68 4.54
C -4.04 -1.15 4.20
C -4.67 -0.67 3.07
C -4.03 0.28 2.28
H 3.04 2.71 1.65
H 2.98 3.61 3.93
H 0.79 3.86 5.11
H -1.27 3.18 3.96
H -4.34 2.75 3.27
H -5.51 4.86 3.78
H -4.78 6.97 2.73
H -2.87 6.96 1.15
H -1.71 4.85 0.63
H -1.16 0.61 4.03
H -2.28 -1.07 5.42
H -4.52 -1.91 4.81
H -5.64 -1.05 2.77
H -4.51 0.62 1.37
N 6.58 1.22 -5.33
C 5.18 1.27 -5.24
C 4.56 1.75 -4.09
C 3.18 1.84 -4.02
C 2.40 1.44 -5.10
C 3.01 0.96 -6.25
C 4.39 0.88 -6.32
S 0.64 1.51 -4.96
O 0.08 0.99 -6.18
O 0.31 2.87 -4.59
N 0.32 0.60 -3.67
C 0.57 -0.72 -3.68
N 1.20 -1.38 -4.66
C 1.36 -2.68 -4.49
C 0.91 -3.38 -3.38
C 0.29 -2.62 -2.40
N 0.14 -1.32 -2.54
H 7.03 1.15 -4.43
H 6.92 0.53 -5.97
H 5.16 2.05 -3.24
H 2.70 2.20 -3.11
H 2.38 0.62 -7.07
H 4.86 0.50 -7.22
H 1.88 -3.20 -5.30
H 1.04 -4.45 -3.28
H -0.08 -3.06 -1.48
C 2.93 -4.23 3.05
C 2.00 -4.01 1.86
C 2.11 -5.13 0.84
Sb 2.06 -2.11 0.77
C 4.02 -2.23 -0.19
C 5.17 -2.90 0.55
C 4.38 -0.82 -0.64
C 2.46 -0.68 2.35
C 3.75 -0.76 3.15
C 1.22 -0.63 3.23
H 2.81 -5.24 3.45
H 2.72 -3.53 3.86
H 3.99 -4.11 2.78
H 0.97 -4.01 2.24
H 3.09 -5.14 0.34
H 1.35 -5.04 0.06
H 1.97 -6.11 1.31
H 3.80 -2.82 -1.09
H 5.39 -2.40 1.50
H 6.09 -2.86 -0.05
H 4.97 -3.95 0.77
H 4.60 -0.17 0.22
H 3.58 -0.34 -1.19
H 5.28 -0.83 -1.27
H 2.48 0.24 1.76
H 3.85 -1.70 3.70
H 3.77 0.05 3.90
H 4.63 -0.64 2.53
H 1.12 -1.54 3.84
H 0.31 -0.52 2.63
H 1.27 0.22 3.92
*
```

Calculated values
* E: -6026.294843 hartree
* ΔE to the lowest compared entry with this formula, charge and spin: 26.6 kJ/mol
* LUMO: 2.5 eV

Atomic partial charges in e from the Mulliken method, atoms 1 to 99: Cd 5.35; C -2.21; C 0.42; N 0.84; N -1.21; C -0.47; O 0.04; C -0.23; C -0.29; C -0.82; C -0.59; C -1.52; C 0.25; C 0.20; C -0.78; C -0.68; C -0.90; C -0.74; N 0.91; H 0.39; H 0.44; H 0.41; H 0.44; H 0.40; H 0.41; H 0.43; H 0.92; H 0.47; H 0.40; H 0.49; H 0.48; S -0.20; C -0.15; C -0.41; C -0.66; C -0.97; C -0.31; C -0.34; As 0.42; C 0.13; C 0.03; C -0.69; C -0.44; C -0.73; C -0.46; C 0.30; C -0.51; C -0.61; C -0.61; C -0.62; C -0.30; H 0.38; H 0.37; H 0.39; H 0.42; H 0.29; H 0.40; H 0.35; H 0.40; H 0.36; H 0.12; H 0.39; H 0.35; H 0.41; H 0.34; N -0.62; C 1.11; C -0.81; C -0.28; C -0.64; C -0.25; C -0.72; S 1.36; O -0.77; O -0.75; N -0.56; C 0.15; N -0.48; C -0.41; C -0.98; C -0.17; N 0.06; H 0.23; H 0.22; H 0.31; H 0.43; H 0.48; H 0.29; H 0.40; H 0.42; H 0.45; C -1.53; C 1.15; C -1.51; Sb -0.15; C 0.59; C -1.42; C -1.30; C 1.35